# 1
ORCA calculation (ωB97M-V/def2-TZVPD) on a structure of composition C33H26FN2O3S4Tl.

Structure (ORCA input):
```
! wB97M-V def2-TZVPD RIJCOSX def2/J DEFGRID3
* xyz -2 1
Tl -0.73805 0.29251 2.64522
S 0.34551 -0.70548 5.71885
C 0.12866 -2.32478 5.18840
C -0.53699 -3.20961 6.05587
C -0.86018 -4.49569 5.69706
C -0.50687 -4.97320 4.44071
C 0.22043 -4.15210 3.59709
C 0.55694 -2.85336 3.95255
S 1.46222 -2.00195 2.66851
C 2.62576 -0.85389 3.51843
C 2.67727 0.46886 2.83290
C 3.65624 0.75161 1.88380
C 3.71933 2.03050 1.35754
C 2.82749 2.98437 1.80847
C 1.84836 2.61038 2.72546
C 0.92259 3.63873 3.29507
S -0.88355 3.34311 3.09370
C -1.18443 3.56013 1.35825
C -0.39781 4.31232 0.51674
C -0.69685 4.38325 -0.83578
C -1.79004 3.69361 -1.33668
C -2.60874 2.97653 -0.48846
C -2.33775 2.91010 0.88068
S -3.37899 2.11631 1.99321
N 1.78405 1.37721 3.21828
H -0.81934 -2.82042 7.02557
H -1.39762 -5.13430 6.39031
H -0.78428 -5.97314 4.12783
H 0.52949 -4.51145 2.62479
H 3.60221 -1.34181 3.52643
H 2.22566 -0.72391 4.52838
H 4.33081 -0.02818 1.55614
H 4.45644 2.28668 0.60913
H 2.85337 3.99121 1.42037
H 1.14992 4.62630 2.89363
H 1.02176 3.64667 4.38296
H 0.46832 4.83768 0.89167
H -0.05088 4.94608 -1.49547
H -2.01010 3.71696 -2.40064
H -3.46907 2.44055 -0.86858
C 1.07215 0.79653 -5.32900
C -0.20195 0.01956 -4.99328
C -0.23059 -1.30640 -5.75673
C -1.56829 -1.99044 -5.51873
C -1.78900 -2.14644 -4.03881
C -2.62892 -3.14128 -3.56193
C -2.78611 -3.31297 -2.19729
F -3.63021 -4.29487 -1.77462
C -2.09620 -2.55433 -1.28758
C -1.23847 -1.54969 -1.74881
C -0.48329 -0.77963 -0.74601
O -0.47147 -1.14018 0.43433
C 0.19745 0.36501 -1.29957
C 0.22132 0.56962 -2.63121
N -0.32567 -0.26535 -3.56931
C -1.11197 -1.31134 -3.13449
C 0.87432 1.43628 -0.42073
O 1.71414 2.14747 -0.98443
O 0.50039 1.49494 0.76247
H 1.22524 0.79575 -6.40775
H 1.93233 0.33221 -4.85328
H 1.00882 1.83011 -5.00118
H -1.07141 0.62074 -5.30720
H 0.57981 -1.94190 -5.39156
H -0.07562 -1.13058 -6.82394
H -1.58199 -2.97092 -6.00241
H -2.37046 -1.39188 -5.96620
H -3.16663 -3.77716 -4.24835
H -2.18534 -2.69752 -0.22247
H 0.72635 1.45628 -2.97837
*
```

Properties
Relative energy (zero: lowest compared OMol25 entry of this formula, charge and spin)   131.8 kJ/mol
LUMO   3.721 eV
HOMO-LUMO gap   4.322 eV

# 2
ORCA calculation (ωB97M-V/def2-TZVPD) on a cluster of 2 separate species, C33H26N3O2 in total.

Structure (ORCA input):
```
! wB97M-V def2-TZVPD RIJCOSX def2/J DEFGRID3
* xyz -1 1
C 1.85509 -4.61650 2.00052
C 2.75683 -3.58042 1.72419
C 2.54631 -2.73533 0.63440
C 1.44616 -2.93194 -0.23435
C 1.20315 -2.10301 -1.42399
N 0.01146 -2.20086 -1.99368
C -0.46574 -1.68104 -3.08735
C -1.77348 -1.92872 -3.55356
N -2.78879 -2.03741 -4.13576
C 2.25573 -1.22649 -1.97426
C 3.60438 -1.64277 -2.04351
C 4.56663 -0.83941 -2.65583
C 4.21183 0.40568 -3.19061
C 2.88332 0.84256 -3.09985
C 1.91720 0.03243 -2.50633
C 0.50810 -3.93272 0.09445
C 0.72239 -4.77915 1.18657
H 2.02185 -5.28171 2.84763
H 3.63056 -3.43675 2.36261
H 3.23564 -1.90877 0.44555
H 0.17063 -1.16276 -3.82827
H 3.88521 -2.60559 -1.60204
H 5.60358 -1.17982 -2.69833
H 4.96089 1.03623 -3.66621
H 2.58645 1.82070 -3.49032
H 0.88023 0.37908 -2.43313
H -0.38683 -4.02716 -0.53056
H -0.00595 -5.56791 1.39681
O 1.74341 4.36133 -0.83642
C 1.05711 4.55951 0.18932
O 0.14057 5.34043 0.51782
C 1.33150 3.55604 1.32900
C 1.26010 4.11722 2.76639
C 0.05227 3.47126 3.35442
C -0.50581 2.58589 2.41710
C -1.60727 1.79129 2.73117
C -2.14118 1.87943 4.02046
C -1.62480 2.80769 4.94375
C -0.51658 3.59946 4.61943
N 0.21496 2.63429 1.22578
C -0.02531 1.97213 0.06996
C -0.84728 0.83708 -0.07401
C -1.67262 0.68451 -1.17768
C -2.80528 -0.20594 -1.22484
C -3.92155 0.08928 -2.05399
C -5.05409 -0.71489 -2.03147
C -5.12009 -1.82200 -1.17361
C -4.01837 -2.14111 -0.37190
C -2.86572 -1.35502 -0.40065
H 2.27826 3.04377 1.14793
H 2.17607 3.80455 3.28686
H 1.22108 5.21222 2.78924
H -2.01840 1.12759 1.97730
H -2.96538 1.22732 4.31028
H -2.08634 2.89890 5.93035
H -0.08516 4.30319 5.33094
H 0.53211 2.34729 -0.80045
H -0.80733 0.05879 0.70128
H -1.55209 1.40659 -1.99352
H -3.86114 0.95798 -2.71883
H -5.89167 -0.48186 -2.69206
H -6.01397 -2.44528 -1.15289
H -4.04876 -3.00508 0.29223
H -1.99408 -1.61430 0.20651
*
```

Properties
LUMO   0.824 eV
HOMO-LUMO gap   4.161 eV

# 3
ORCA calculation (ωB97M-V/def2-TZVPD) on a structure of composition C33H26N4O2PPt.

Structure (ORCA input):
```
! wB97M-V def2-TZVPD RIJCOSX def2/J DEFGRID3
* xyz 3 1
Pt 0.74310 -0.03950 -0.56610
C 0.89830 -4.40680 -0.66080
C 2.22190 -4.63180 -0.31650
C 3.06430 -3.54250 -0.12350
C 2.55950 -2.25410 -0.27170
N 1.25200 -2.05530 -0.59210
C 0.45550 -3.09900 -0.79070
C 3.36290 -1.02870 -0.08900
C 4.74880 -0.94370 0.02780
C 5.32910 0.31570 0.13330
C 4.54680 1.46280 0.13050
C 3.16520 1.31950 0.01640
N 2.62930 0.09560 -0.08130
C 2.16620 2.39710 -0.01610
C 2.46960 3.72940 0.23320
C 1.45290 4.67620 0.21950
C 0.15310 4.26090 -0.01860
C -0.08480 2.91560 -0.25830
N 0.88730 2.00710 -0.27140
H 0.21290 -5.22290 -0.82950
H 2.58980 -5.63990 -0.20690
H 4.09770 -3.69600 0.14530
H -0.57410 -2.88960 -1.04960
H 5.37930 -1.81810 0.01140
H 6.40370 0.40230 0.19590
H 5.01510 2.43130 0.19140
H 3.48000 4.03340 0.45450
H 1.67310 5.71780 0.39500
H -0.66980 4.95760 -0.01320
H -1.09420 2.56940 -0.45110
O -1.76900 0.73750 -1.50480
N -0.95510 -0.07560 -1.31030
O -1.99400 -1.34120 0.22670
P -3.25830 -2.13310 0.17960
C -3.36400 -3.19790 -1.28800
C -4.07000 -4.40110 -1.27920
C -4.08830 -5.19240 -2.41360
C -3.41930 -4.79210 -3.56570
C -2.73070 -3.58290 -3.58340
C -2.71580 -2.78530 -2.45460
C -3.44420 -3.12340 1.71250
C -2.30160 -3.31650 2.47920
C -2.36280 -4.18270 3.55770
C -3.56380 -4.78410 3.90600
C -4.70730 -4.55970 3.15440
C -4.66060 -3.69970 2.06930
C -4.78780 -1.08770 0.21840
C -5.76670 -1.21170 -0.75480
C -6.81400 -0.29880 -0.74690
C -6.91300 0.64470 0.26370
C -5.93060 0.75090 1.23500
C -4.87180 -0.14380 1.23180
H -4.57840 -4.72860 -0.38600
H -4.61840 -6.13330 -2.39950
H -3.45630 -5.40830 -4.45350
H -2.22600 -3.25940 -4.48100
H -2.21280 -1.82840 -2.48080
H -1.37550 -2.82720 2.21620
H -1.46700 -4.38170 4.12550
H -3.61280 -5.40240 4.79150
H -5.64340 -5.02110 3.42430
H -5.56750 -3.46840 1.52860
H -5.71090 -1.95790 -1.53360
H -7.54250 -0.33100 -1.54550
H -7.78350 1.28820 0.30940
H -5.99370 1.50060 2.00910
H -4.11010 -0.08530 1.99460
*
```

Properties
LUMO (spin up / spin down)   -12.903 / -12.903 eV
HOMO-LUMO gap (spin up / spin down)   3.001 / 3.004 eV